Here is a structure of composition C19H45AlB4BrCaCl7FINO8 at a distorted geometry from the OMol25 dataset. Energies are from wB97M-V/def2-TZVPD.

Positions of all 89 atoms, in Å:
C: -3.4161 7.9508 0.7932
C: -2.7324 8.0438 2.2176
B: -1.8418 6.7284 2.3972
O: -2.1201 5.7628 3.4792
B: -0.6325 6.4529 1.2896
O: 0.2756 7.3756 0.8114
B: 0.1081 7.3919 -0.5986
O: -0.2752 6.2531 -1.3349
B: -1.0051 5.3636 -0.5767
I: -2.7962 4.3195 -1.2044
O: -0.5645 5.1506 0.7447
H: -3.8866 6.9595 0.5940
H: -2.7313 8.2199 -0.0259
H: -4.2296 8.6958 0.7795
H: -2.0086 8.8800 2.2319
H: -3.4994 8.1006 3.0309
H: -2.4244 4.9221 3.0696
H: 0.2381 8.4222 -1.1432
C: 3.8003 9.0425 -0.3882
Cl: 3.8474 10.2293 0.9159
Cl: 2.5408 9.4338 -1.5724
H: 4.7614 9.0325 -0.8906
H: 3.5932 8.0649 0.0346
Ca: -4.2036 5.5200 3.3443
C: 0.7792 1.7430 0.9024
O: -0.4628 1.1523 0.5240
C: -0.7073 1.1585 -0.8591
C: -0.4721 -0.2326 -1.4681
N: 0.9263 -0.5866 -1.4892
C: 1.2331 -2.0070 -1.6963
C: 0.5999 -3.0541 -0.7731
O: 1.0054 -3.1006 0.5062
C: 0.4320 -2.0516 1.2689
H: 0.7409 1.9498 1.9703
H: 1.6168 1.0560 0.7292
H: 0.9554 2.6790 0.3774
H: -0.1289 1.9283 -1.3767
H: -1.7665 1.4049 -0.9874
H: -0.8609 -0.2471 -2.4945
H: -1.0764 -0.9488 -0.8582
H: 1.3585 -0.2967 -0.6213
H: 2.3147 -2.1042 -1.5983
H: 0.9844 -2.2574 -2.7344
H: 0.8644 -4.0241 -1.2063
H: -0.5394 -3.0286 -0.7132
H: -0.6193 -1.8806 0.8833
H: 1.0364 -1.1421 1.2120
H: 0.4154 -2.3497 2.3141
C: 1.2126 -9.0253 2.1694
C: 2.0220 -8.4949 0.9996
O: 1.6427 -7.1856 0.5865
C: 1.7729 -6.1575 1.5577
C: 3.1927 -5.9620 2.0574
H: 0.1447 -9.0028 1.9403
H: 1.5025 -10.0509 2.3967
H: 1.3647 -8.4288 3.0704
H: 1.8626 -9.1430 0.1368
H: 3.0930 -8.5269 1.2162
H: 1.0828 -6.3338 2.3915
H: 1.4418 -5.2389 1.0727
H: 3.5603 -6.8430 2.5825
H: 3.2424 -5.1193 2.7488
H: 3.8723 -5.7744 1.2241
C: -1.4679 -6.3060 -0.9249
C: -2.6736 -5.7164 -1.5764
O: -2.7339 -4.4880 -1.8698
C: -3.8140 -6.6176 -1.8762
H: -0.7149 -5.5342 -0.7658
H: -1.7412 -6.7315 0.0431
H: -1.0422 -7.0801 -1.5664
H: -4.1893 -7.0547 -0.9484
H: -3.4915 -7.4059 -2.5596
H: -4.6161 -6.0513 -2.3477
Br: -2.3972 -2.2841 1.8615
C: 6.6551 -7.9965 2.8069
Cl: 6.8445 -6.9767 1.3765
Cl: 5.9895 -7.0661 4.1526
Cl: 5.6294 -9.3887 2.4464
H: 7.6331 -8.3610 3.0963
F: 0.3724 4.0831 2.0881
Al: -2.2206 -2.8639 -0.9901
Cl: -4.7980 6.8437 -5.4742
C: -3.0200 6.9097 -5.5370
C: -2.4015 6.7314 -4.1728
Cl: -2.7187 8.1208 -3.0960
H: -2.7314 7.8572 -5.9868
H: -2.6951 6.1059 -6.1962
H: -1.3190 6.6452 -4.2652
H: -2.7746 5.8370 -3.6788

Force components x, y, z for each atom (eV/Å):
-0.53 0.57 0.71
-0.05 -2.11 0.07
0.83 1.69 0.08
-1.79 -0.36 -0.84
2.35 -1.99 0.24
-1.71 -0.22 -1.12
0.90 0.44 0.02
-1.22 0.03 0.56
1.93 -0.21 0.89
0.04 0.15 0.18
-3.62 2.41 -2.69
0.35 0.39 -0.12
-0.18 -0.41 0.29
0.30 -0.31 -0.19
-0.59 -0.09 0.34
0.21 0.77 -0.27
4.10 -0.69 -0.21
-0.10 -0.11 -0.13
0.15 -0.01 0.11
0.02 -0.08 0.00
0.30 0.04 -0.12
-0.06 0.11 -0.04
-0.08 0.06 0.01
-2.55 1.29 0.36
0.36 -0.23 0.30
0.08 -0.04 -0.46
-0.88 -0.19 0.76
1.25 0.58 -1.41
-0.78 -0.56 0.80
-0.57 0.66 -0.56
2.59 -0.77 -0.81
-0.12 0.01 0.42
0.04 1.09 -0.20
-0.09 0.19 -0.17
0.08 -0.06 -0.12
-0.03 0.00 0.11
0.20 -0.24 -0.14
0.07 -0.09 -0.13
-0.03 -0.05 0.06
-0.70 -0.31 0.38
0.04 0.22 -0.03
-0.04 -0.29 0.07
0.00 -0.09 0.06
-0.39 -0.08 -0.20
-0.36 -0.12 -0.37
2.42 0.26 0.61
-0.07 -0.04 -0.05
-0.21 -0.18 -0.09
-0.01 0.26 0.08
0.10 -0.30 0.13
-0.37 0.23 -0.35
0.12 -0.06 0.13
-0.01 -0.15 -0.05
0.00 -0.09 -0.03
-0.02 0.01 -0.03
0.07 -0.09 0.04
-0.01 0.17 -0.10
-0.03 0.04 0.06
0.06 -0.05 0.08
-0.04 -0.13 -0.10
-0.03 0.05 0.07
-0.01 -0.01 0.00
-0.03 0.03 0.02
-0.10 1.05 -0.18
0.36 -1.41 0.48
0.11 1.92 0.91
-0.22 1.06 -0.54
0.11 -0.17 0.08
-0.01 -0.25 -0.08
-0.09 -0.18 0.12
0.21 -0.18 0.03
0.08 -0.17 0.19
-0.03 -0.10 0.00
-2.36 -0.99 -1.97
-0.09 0.05 -0.02
0.03 -0.04 0.04
0.09 -0.04 0.01
0.05 0.01 0.02
-0.04 0.01 -0.01
0.73 -0.98 2.03
-0.57 -0.67 2.02
-0.01 0.00 0.05
0.01 0.04 -0.06
0.23 -0.14 -0.15
-0.06 -0.02 0.13
-0.05 0.01 0.06
0.02 -0.02 0.07
-0.02 0.09 -0.01
-0.09 0.12 -0.09

The largest force on an atom is 5.12 eV/Å. The charge is +3. The value obtained for the total energy is -234533.8076 eV. The HOMO-LUMO gap is 2.01 eV. The HOMO energy is -13.9 eV.

Here is a cluster of 2 separate species, C19H45BClO2P2 in total from the OMol25 dataset. Energies are from wB97M-V/def2-TZVPD.

Positions of all 70 atoms, in Å:
C: 3.3551 -2.3470 2.1704
C: 2.9166 -3.4405 3.1362
Cl: 1.6478 -4.4658 2.3585
C: 2.4009 -2.8959 4.4868
B: 3.5184 -2.9309 5.5881
P: 5.3265 -2.2497 5.2526
O: 5.6342 -1.5993 6.7273
O: 5.9935 -3.7738 5.3477
H: 4.3619 -2.0099 2.4181
H: 2.6840 -1.4894 2.2393
H: 3.3598 -2.7077 1.1442
H: 3.7454 -4.1287 3.2948
H: 2.1002 -1.8499 4.3415
H: 1.5096 -3.4356 4.8001
H: 3.2970 -3.3774 6.6759
H: 5.0930 -1.9353 7.4538
H: 6.7219 -3.8740 4.7227
C: -1.1523 4.8846 -2.5822
C: -1.9687 4.1695 -1.5118
C: -1.0949 3.5508 -0.4226
C: -0.3436 2.2760 -0.8305
P: -1.2827 0.7267 -0.8037
C: -2.1170 0.6454 0.8055
C: -1.3145 0.8759 2.0956
C: -0.3369 -0.2208 2.5245
C: -0.9098 -1.6334 2.5321
C: -0.0650 -0.6124 -0.8807
C: 0.8487 -0.7955 -2.0994
C: 0.2053 -1.2578 -3.4025
C: -0.6984 -2.4768 -3.2637
C: -2.7137 0.5458 -1.9147
C: -2.6754 0.5398 -3.4495
C: -1.8493 1.6233 -4.1613
C: -2.7211 2.6947 -4.8102
H: -0.4222 4.2251 -3.0573
H: -1.7913 5.2825 -3.3692
H: -0.6046 5.7206 -2.1450
H: -2.6092 3.4106 -1.9697
H: -2.6423 4.8873 -1.0403
H: -1.6799 3.3566 0.4786
H: -0.3382 4.2835 -0.1314
H: 0.4516 2.0707 -0.1045
H: 0.1623 2.3895 -1.7909
H: -2.6537 -0.3057 0.8304
H: -2.8927 1.4143 0.7410
H: -2.0593 1.0076 2.8842
H: -0.7841 1.8293 2.0316
H: 0.0007 0.0320 3.5322
H: 0.5667 -0.1878 1.9115
H: -1.6409 -1.7637 3.3312
H: -0.1141 -2.3639 2.6674
H: -1.4033 -1.8893 1.5922
H: -0.5864 -1.5355 -0.6166
H: 0.5765 -0.3860 -0.0268
H: 1.5901 -1.5353 -1.7866
H: 1.4062 0.1284 -2.2755
H: 1.0172 -1.4919 -4.0939
H: -0.3380 -0.4328 -3.8631
H: -0.1278 -3.3657 -2.9900
H: -1.2077 -2.6925 -4.2029
H: -1.4721 -2.3386 -2.5041
H: -3.4159 1.3011 -1.5480
H: -3.1322 -0.4096 -1.5756
H: -3.7175 0.6475 -3.7593
H: -2.3823 -0.4556 -3.7786
H: -1.2402 1.1539 -4.9355
H: -1.1424 2.0921 -3.4735
H: -3.2915 2.2676 -5.6360
H: -2.1214 3.5122 -5.2087
H: -3.4363 3.1166 -4.1006

Force components x, y, z for each atom (eV/Å):
-0.01 -0.04 0.03
0.07 0.19 0.03
-0.07 0.03 -0.05
0.13 -0.24 -0.01
0.02 0.13 -0.10
0.11 -0.07 0.21
-0.14 0.17 -0.09
-0.20 -0.04 -0.21
-0.02 0.07 0.07
-0.05 0.01 -0.06
0.07 -0.06 -0.02
-0.06 -0.10 -0.06
-0.01 0.03 0.07
0.00 -0.06 0.00
0.03 0.10 0.03
0.14 -0.16 -0.05
0.01 0.06 0.17
0.00 0.00 0.00
0.01 0.03 -0.01
0.03 -0.01 0.01
0.05 0.00 0.00
0.05 -0.05 -0.03
0.02 0.05 0.03
-0.02 0.02 -0.01
-0.01 0.01 0.02
0.04 0.04 -0.04
-0.04 -0.01 0.02
0.04 0.05 0.04
0.01 -0.03 -0.01
0.01 -0.03 -0.01
-0.07 0.04 0.04
-0.01 -0.08 -0.01
-0.06 0.05 -0.02
0.00 0.00 0.00
0.00 0.00 0.00
-0.01 0.00 0.01
0.01 -0.01 0.00
0.00 -0.01 0.01
-0.01 0.00 -0.02
-0.03 0.00 -0.02
-0.02 0.00 0.03
0.00 0.01 0.00
-0.06 -0.03 -0.03
0.04 -0.03 0.02
-0.01 -0.01 -0.02
0.00 -0.02 0.00
-0.01 0.00 0.01
0.02 0.00 -0.01
-0.01 0.00 -0.02
-0.01 0.01 -0.01
-0.06 -0.04 0.10
0.02 -0.01 -0.01
-0.03 0.00 -0.08
-0.02 -0.05 0.04
0.01 0.00 -0.02
0.01 -0.01 0.00
-0.02 0.01 -0.03
0.02 -0.02 0.06
0.00 0.02 0.04
0.03 -0.02 -0.01
-0.02 0.01 -0.03
0.07 0.07 -0.02
-0.04 0.02 0.01
0.00 -0.07 -0.01
0.05 0.04 0.01
0.01 0.04 -0.01
-0.02 -0.02 0.01
-0.03 0.00 0.02
0.01 -0.02 -0.02
0.02 0.01 0.01

The largest force on an atom is 0.29 eV/Å. The charge is +1. The value obtained for the total energy is -56299.8760 eV. The HOMO-LUMO gap is 8.47 eV. The HOMO energy is -10.5 eV.

Here is a cluster of 3 separate species, C19H45Br2N8O7P4 in total at a distorted geometry from the OMol25 dataset. Energies are from wB97M-V/def2-TZVPD.

Positions of all 85 atoms, in Å:
C: 1.5159 -6.5693 6.6457
C: 1.1099 -6.2532 5.3952
C: 1.1098 -4.8100 5.0517
N: 0.0291 -4.0168 5.0731
P: -1.6181 -4.5626 5.4807
O: -2.3563 -4.3453 4.0622
Br: -2.5209 -3.0320 6.8360
C: 0.4617 -2.7240 4.7020
C: -0.3297 -1.4500 4.5840
C: 0.6327 -0.2853 4.8224
O: 0.9170 0.5058 4.0128
Br: 1.3503 -0.1904 6.6450
C: 1.7836 -2.7996 4.4516
N: 2.1928 -4.1302 4.6732
P: 3.8495 -4.6014 4.4318
O: 4.7189 -3.7160 5.1845
O: 4.0485 -6.1214 4.7709
O: 4.1001 -4.3458 2.8885
H: 2.2896 -7.3041 6.8414
H: 1.0640 -6.0360 7.4805
H: 0.7576 -6.9795 4.6686
H: -3.2352 -3.9572 4.1928
H: -0.7856 -1.3495 3.5953
H: -1.0739 -1.3706 5.3745
H: 2.5137 -2.0637 4.1592
H: 4.8110 -6.1576 5.3737
H: 3.5342 -4.9308 2.3560
O: -1.5176 -1.4148 0.8157
P: -2.6827 -1.0235 -0.0579
N: -3.0372 -2.5799 -0.7382
C: -3.7113 -2.8209 -2.0018
C: -3.4222 -3.5950 0.2401
N: -1.8037 -0.0694 -1.1832
C: -1.8972 -0.2296 -2.6231
C: -0.4231 0.2650 -0.8430
N: -4.1823 -0.2910 -0.5772
C: -4.1811 1.1968 -0.5152
C: -5.3419 -0.7025 0.2582
H: -4.7832 -2.5793 -1.9898
H: -3.6222 -3.8768 -2.2664
H: -3.2553 -2.2826 -2.8244
H: -4.4200 -3.4208 0.6684
H: -2.7100 -3.6201 1.0671
H: -3.4260 -4.5884 -0.2104
H: -1.4077 -1.1481 -2.9704
H: -1.4171 0.6135 -3.1262
H: -2.9306 -0.2152 -2.9727
H: 0.2525 -0.5843 -1.0115
H: -0.3327 0.5788 0.1935
H: -0.0725 1.1020 -1.4484
H: -3.9591 1.5638 0.4903
H: -5.1596 1.5739 -0.8160
H: -3.4652 1.6349 -1.2011
H: -5.1660 -0.5244 1.3223
H: -5.5841 -1.7550 0.1151
H: -6.2310 -0.1485 -0.0369
O: 0.6048 3.1024 -2.6897
P: 1.3855 4.2477 -3.2683
N: 1.2663 3.8414 -4.9479
C: 2.1914 4.2475 -5.9904
C: -0.1021 3.8195 -5.4677
N: 2.9362 3.7760 -2.6681
C: 4.1250 3.6821 -3.4930
C: 2.9612 2.7021 -1.6815
N: 1.9647 5.8725 -3.5455
C: 2.5613 6.5166 -2.3438
C: 0.8818 6.7993 -3.9716
H: 2.1386 5.3157 -6.2440
H: 1.9771 3.6890 -6.9040
H: 3.2211 4.0111 -5.7487
H: -0.5425 4.8219 -5.5536
H: -0.7507 3.2321 -4.8170
H: -0.1352 3.3583 -6.4551
H: 4.0909 2.8235 -4.1754
H: 5.0135 3.5710 -2.8651
H: 4.2997 4.5931 -4.0664
H: 2.8222 1.7175 -2.1465
H: 2.1918 2.8386 -0.9269
H: 3.9188 2.6980 -1.1545
H: 1.8594 6.5491 -1.5061
H: 2.8597 7.5370 -2.5879
H: 3.4610 6.0109 -2.0122
H: 0.0392 6.7944 -3.2761
H: 0.5145 6.5534 -4.9669
H: 1.2644 7.8162 -4.0365

Force components x, y, z for each atom (eV/Å):
-0.14 0.16 -0.32
0.06 0.26 0.48
-1.95 -1.45 0.56
0.42 2.28 -0.57
-0.26 -1.87 0.61
0.26 0.69 0.43
0.31 0.04 -0.34
0.34 0.41 -0.37
0.28 -0.24 0.55
-0.55 -0.45 0.11
0.37 0.67 -0.46
-0.13 -0.07 -0.10
0.31 -0.64 -0.02
-0.96 -0.13 -0.04
2.34 1.61 0.06
-0.33 0.11 0.48
-0.72 -0.04 -0.30
-1.32 -1.05 0.28
-1.17 -1.17 0.19
1.31 0.94 0.07
1.41 -0.08 -0.60
-0.03 0.04 -0.35
0.03 0.05 -0.01
-0.12 -0.13 -0.15
-0.08 0.09 0.00
-0.02 -0.18 0.02
0.31 0.20 -0.47
-2.23 0.93 2.80
2.79 -1.56 -6.35
-0.31 -0.22 0.61
-0.38 0.25 -0.25
0.34 0.04 0.38
0.25 -0.05 0.17
-0.56 0.33 -0.30
0.28 -0.05 0.26
0.00 0.97 3.11
0.08 0.31 -0.36
-0.18 -0.58 -0.30
0.00 0.00 0.01
0.05 -0.04 0.21
-0.02 0.16 0.12
-0.06 -0.15 -0.07
0.03 0.11 -0.05
0.02 0.06 -0.13
0.00 0.01 -0.01
0.14 0.00 0.17
-0.04 -0.16 0.13
0.03 0.02 0.07
-0.03 -0.14 0.04
-0.21 -0.01 -0.17
-0.11 0.07 0.01
-0.11 -0.22 0.12
0.17 -0.22 0.04
-0.12 0.08 0.03
0.19 -0.04 -0.01
0.09 0.10 -0.06
-2.14 2.58 1.07
5.13 -3.63 -3.10
-0.62 0.25 -0.01
0.26 0.45 -0.06
-0.31 -0.27 0.33
-0.05 -0.17 0.22
0.26 0.57 -0.11
-0.26 -0.15 0.07
-2.22 0.61 2.20
0.44 0.03 0.11
-0.05 -0.09 -0.66
-0.01 0.00 0.01
-0.20 -0.04 0.09
-0.04 0.10 0.15
-0.01 -0.03 -0.16
0.08 0.03 0.08
0.15 -0.01 0.00
0.03 0.00 0.00
-0.11 -0.10 0.11
-0.19 -0.02 -0.07
-0.02 -0.04 0.09
-0.09 -0.04 -0.09
0.09 0.12 -0.17
0.00 0.13 0.01
-0.22 0.01 -0.16
-0.10 -0.24 -0.09
-0.01 0.13 0.02
0.02 -0.20 0.04
0.11 -0.04 0.08

The largest force on an atom is 7.11 eV/Å. The charge is +1. The value obtained for the total energy is -223920.8578 eV. The HOMO-LUMO gap is 5.75 eV. The HOMO energy is -9.7 eV.